Entry 1:
{
  "formula": "C40H54N5OsP2S5Si2",
  "method": "ωB97M-V with the def2-TZVPD basis set",
  "species": ["Os", "C", "Si", "C", "C", "N", "P", "C", "P", "N", "Si", "C", "C", "C", "C", "C", "C", "C", "C", "C", "C", "C", "C", "C", "C", "C", "C", "C", "C", "C", "C", "C", "C", "C", "C", "C", "C", "C", "H", "H", "H", "H", "H", "H", "H", "H", "H", "H", "H", "H", "H", "H", "H", "H", "H", "H", "H", "H", "H", "H", "H", "H", "H", "H", "H", "H", "H", "H", "H", "H", "H", "H", "H", "H", "H", "H", "C", "N", "C", "C", "N", "N", "C", "C", "H", "H", "H", "H", "H", "H", "H", "H", "H", "H", "H", "H", "H", "C", "S", "C", "C", "S", "S", "C", "S", "S", "H", "H", "H"],
  "positions_angstrom": [[0.538, 0.242, 0.191], [0.015, 2.042, -3.513], [0.880, 0.391, -3.282], [0.405, -0.733, -4.690], [2.720, 0.634, -3.166], [0.321, -0.316, -1.763], [-0.531, -1.676, -1.384], [-0.133, -1.697, 0.277], [-0.637, -1.513, 1.898], [0.014, -0.037, 2.173], [-0.164, 1.199, 3.419], [1.158, 2.494, 3.141], [-1.889, 1.955, 3.292], [0.045, 0.450, 5.115], [0.070, -2.838, 2.878], [-0.347, -4.140, 2.596], [0.223, -5.206, 3.268], [1.215, -4.977, 4.217], [1.640, -3.686, 4.486], [1.070, -2.613, 3.812], [-2.391, -1.472, 2.309], [-3.315, -0.933, 1.416], [-4.632, -0.746, 1.803], [-5.031, -1.083, 3.090], [-4.116, -1.621, 3.984], [-2.799, -1.820, 3.595], [0.026, -3.163, -2.215], [-0.573, -3.670, -3.368], [-0.036, -4.783, -3.993], [1.103, -5.388, -3.476], [1.701, -4.890, -2.327], [1.157, -3.785, -1.692], [-2.261, -1.445, -1.826], [-2.722, -0.168, -2.137], [-4.068, 0.039, -2.403], [-4.955, -1.028, -2.359], [-4.500, -2.302, -2.047], [-3.156, -2.513, -1.783], [0.609, 2.698, -4.154], [-0.143, 2.555, -2.563], [-0.958, 1.913, -3.992], [0.574, -0.206, -5.633], [-0.655, -0.996, -4.653], [0.991, -1.653, -4.710], [3.076, 1.436, -3.817], [3.253, -0.279, -3.441], [3.007, 0.879, -2.140], [0.771, 3.375, 2.626], [1.992, 2.090, 2.562], [1.564, 2.822, 4.101], [-2.498, 1.467, 2.526], [-1.836, 3.024, 3.066], [-2.434, 1.853, 4.233], [1.075, 0.142, 5.299], [-0.606, -0.409, 5.287], [-0.208, 1.208, 5.862], [-1.113, -4.322, 1.850], [-0.098, -6.216, 3.052], [1.663, -5.813, 4.738], [2.422, -3.512, 5.213], [1.427, -1.609, 3.992], [-3.007, -0.656, 0.416], [-5.348, -0.339, 1.100], [-6.058, -0.933, 3.395], [-4.429, -1.892, 4.984], [-2.094, -2.258, 4.291], [-1.448, -3.192, -3.790], [-0.502, -5.174, -4.888], [1.525, -6.254, -3.970], [2.589, -5.360, -1.925], [1.600, -3.400, -0.782], [-2.022, 0.659, -2.167], [-4.424, 1.030, -2.656], [-6.004, -0.867, -2.573], [-5.192, -3.133, -2.014], [-2.806, -3.507, -1.532], [0.918, 5.078, -1.591], [0.881, 3.958, -0.659], [2.177, 3.350, -0.398], [-0.271, 3.437, -0.206], [-0.369, 2.185, 0.198], [-1.374, 4.252, -0.226], [-1.296, 5.578, 0.385], [-2.700, 3.659, -0.175], [1.560, 4.805, -2.429], [1.329, 5.974, -1.122], [-0.078, 5.291, -1.967], [2.826, 4.065, 0.109], [2.652, 3.054, -1.335], [2.092, 2.477, 0.242], [-1.248, 2.048, 0.683], [-0.264, 5.847, 0.585], [-1.839, 5.577, 1.334], [-1.737, 6.333, -0.267], [-2.729, 2.743, -0.764], [-3.408, 4.365, -0.609], [-3.023, 3.442, 0.850], [6.585, 2.781, -0.352], [5.206, 1.988, 0.499], [4.996, 0.515, -0.434], [4.039, -0.388, -0.149], [2.840, -0.296, 1.118], [4.055, -1.826, -1.140], [5.357, -1.400, -2.188], [5.866, -2.302, -3.453], [6.065, 0.130, -1.760], [6.738, 3.726, 0.166], [6.357, 2.987, -1.396], [7.497, 2.193, -0.272]],
  "atomic_forces_ev_per_a": [[0.1780, -0.3046, 0.0305], [-0.0186, -0.0190, 0.0257], [-0.0308, -0.0184, 0.0281], [-0.0034, 0.0443, -0.0135], [0.0170, 0.0499, -0.0155], [-0.0393, -0.1045, -0.0787], [0.3012, -0.1620, 0.0067], [-0.5677, 0.4558, -0.1007], [0.0770, -0.3424, -0.0226], [0.0095, 0.0967, 0.0759], [-0.0530, -0.0680, -0.0152], [0.0101, -0.0230, 0.0072], [0.0224, 0.0342, 0.0218], [-0.0129, -0.0027, -0.0097], [0.0345, 0.0716, 0.0576], [-0.0623, -0.0146, 0.0511], [0.0159, -0.0013, 0.0086], [-0.0061, 0.0011, -0.0057], [-0.0146, -0.0198, 0.0015], [0.0869, 0.0032, -0.0220], [-0.0030, -0.0049, 0.0037], [-0.0056, 0.0293, -0.0253], [-0.0174, -0.0144, 0.0269], [0.0140, 0.0007, -0.0105], [-0.0262, 0.0009, -0.0024], [-0.0075, -0.0655, 0.0033], [-0.0447, 0.0031, -0.0219], [0.0133, 0.0442, -0.0655], [0.0213, -0.0013, 0.0043], [-0.0094, 0.0048, -0.0032], [-0.0091, -0.0084, -0.0029], [0.0318, -0.0465, 0.0544], [0.0006, -0.0174, -0.1069], [0.0066, -0.0043, -0.0087], [-0.0178, -0.0026, 0.0034], [-0.0037, 0.0168, 0.0029], [0.0004, -0.0001, 0.0100], [-0.0247, -0.0001, 0.1020], [-0.0125, -0.0098, -0.0209], [0.0215, -0.0115, -0.0312], [-0.0072, -0.0005, 0.0143], [0.0219, -0.0120, 0.0034], [-0.0054, 0.0117, -0.0150], [0.0043, -0.0062, 0.0178], [-0.0418, -0.0061, -0.0369], [-0.0609, 0.0497, -0.0297], [0.0019, 0.0295, -0.0406], [0.0128, -0.0107, -0.0246], [0.0044, -0.0079, 0.0248], [-0.0362, 0.0211, 0.0059], [0.0003, -0.0057, 0.0003], [-0.0015, -0.0039, -0.0065], [0.0107, -0.0065, 0.0020], [-0.0002, 0.0085, 0.0066], [-0.0035, 0.0020, -0.0090], [-0.0018, -0.0008, -0.0047], [-0.0033, 0.0165, 0.0036], [-0.0028, 0.0014, -0.0026], [-0.0033, 0.0017, 0.0044], [0.0028, 0.0046, -0.0054], [-0.0122, 0.0117, -0.0153], [0.0213, 0.0035, 0.0055], [0.0087, 0.0058, -0.0055], [0.0005, -0.0058, -0.0007], [0.0069, -0.0017, -0.0006], [0.0078, 0.0141, -0.0049], [-0.0008, -0.0052, 0.0168], [0.0017, -0.0061, 0.0025], [-0.0012, 0.0055, -0.0074], [-0.0047, -0.0026, -0.0009], [0.0043, 0.0015, 0.0132], [0.0071, -0.0102, -0.0078], [0.0024, -0.0021, -0.0019], [0.0021, -0.0015, 0.0043], [-0.0001, 0.0024, 0.0027], [0.0056, 0.0028, -0.0235], [0.0063, 0.0221, 0.0611], [0.0011, -0.0173, 0.0273], [0.0061, 0.0076, 0.0373], [0.1060, 0.0035, -0.1127], [-0.0278, 0.0848, 0.1172], [0.0147, -0.0397, 0.1146], [-0.0009, 0.0312, -0.0841], [-0.0229, 0.0033, -0.0266], [-0.0040, 0.0015, -0.0048], [0.0014, 0.0003, -0.0035], [-0.0008, -0.0004, -0.0100], [0.0063, 0.0301, -0.0459], [-0.0150, -0.0183, 0.0012], [-0.0019, 0.0326, 0.0297], [0.0028, 0.0388, 0.0112], [0.0093, -0.0042, -0.0013], [0.0027, 0.0021, -0.0014], [-0.0062, -0.0046, 0.0011], [0.0061, 0.0090, -0.0115], [0.0014, 0.0065, 0.0148], [0.0059, -0.0150, 0.0006], [0.0328, 0.0222, -0.0244], [-0.0591, -0.0118, 0.0158], [0.1000, 0.0636, 0.0962], [-0.1321, -0.0911, -0.0357], [0.1698, 0.2801, -0.0528], [-0.0156, -0.1030, 0.0228], [0.0280, 0.0341, 0.0024], [-0.0220, 0.0137, 0.0216], [0.0132, -0.0516, 0.0061], [-0.0033, -0.0045, 0.0060], [-0.0052, -0.0003, 0.0025], [-0.0096, -0.0129, -0.0019]],
  "lowdin_charge": [1.329, -0.159, 0.376, -0.155, -0.169, -0.413, 0.716, -0.527, 0.702, -0.436, 0.373, -0.169, -0.160, -0.171, -0.311, -0.081, -0.067, -0.065, -0.058, -0.075, -0.283, -0.087, -0.065, -0.062, -0.059, -0.072, -0.295, -0.100, -0.063, -0.056, -0.056, -0.095, -0.319, -0.099, -0.068, -0.065, -0.059, -0.084, 0.039, -0.002, 0.034, 0.046, 0.028, 0.037, 0.050, 0.017, -0.006, 0.020, -0.012, 0.041, 0.007, 0.022, 0.040, 0.033, 0.025, 0.043, 0.114, 0.109, 0.110, 0.112, 0.080, 0.078, 0.107, 0.111, 0.112, 0.108, 0.103, 0.111, 0.112, 0.114, 0.074, 0.073, 0.108, 0.111, 0.113, 0.118, -0.037, -0.134, -0.067, -0.447, -0.020, -0.149, -0.035, -0.042, 0.094, 0.097, 0.094, 0.093, 0.085, 0.007, 0.026, 0.087, 0.096, 0.098, 0.081, 0.101, 0.086, -0.416, 0.854, -0.978, -1.142, 0.531, 0.894, -1.503, 0.570, 0.934, 0.038, 0.033, 0.036],
  "s_squared": 6.020,
  "relative_energy_ev": 0.000,
  "charge": 1,
  "spin_multiplicity": 5,
  "max_force_ev_per_a": 0.73
}

Entry 2:
{
  "formula": "C40H55N11O5",
  "method": "ωB97M-V with the def2-TZVPD basis set",
  "species": ["C", "C", "C", "N", "C", "C", "H", "H", "H", "H", "H", "C", "C", "C", "N", "C", "C", "H", "H", "H", "H", "H", "C", "C", "C", "N", "C", "C", "H", "H", "H", "H", "H", "C", "C", "C", "N", "C", "C", "H", "H", "H", "H", "H", "C", "C", "C", "N", "C", "C", "H", "H", "H", "H", "H", "C", "C", "C", "N", "C", "C", "H", "H", "H", "H", "H", "C", "C", "N", "O", "H", "H", "H", "H", "H", "C", "C", "N", "O", "H", "H", "H", "H", "H", "C", "C", "N", "O", "H", "H", "H", "H", "H", "C", "C", "N", "O", "H", "H", "H", "H", "H", "C", "C", "N", "O", "H", "H", "H", "H", "H"],
  "positions_angstrom": [[-0.648, 4.585, -4.226], [0.177, 5.697, -4.258], [1.190, 5.766, -3.265], [1.383, 4.849, -2.290], [0.563, 3.775, -2.352], [-0.447, 3.576, -3.252], [-1.389, 4.667, -5.007], [-0.021, 6.467, -4.990], [1.810, 6.643, -3.156], [0.832, 2.971, -1.683], [-1.136, 2.750, -3.353], [-4.987, 2.879, -3.587], [-4.153, 2.045, -4.391], [-3.298, 1.080, -3.816], [-3.200, 0.892, -2.461], [-3.886, 1.799, -1.697], [-4.820, 2.713, -2.266], [-5.490, 3.739, -4.004], [-4.066, 2.230, -5.452], [-2.593, 0.556, -4.445], [-3.769, 1.691, -0.629], [-5.384, 3.411, -1.666], [-0.287, 0.180, -0.462], [-0.520, -1.192, -0.514], [0.027, -1.943, 0.557], [0.700, -1.520, 1.589], [0.956, -0.198, 1.663], [0.550, 0.610, 0.610], [-0.705, 0.855, -1.194], [-1.118, -1.763, -1.208], [-0.095, -3.015, 0.504], [1.486, -0.027, 2.588], [0.853, 1.641, 0.722], [3.067, 2.002, 3.251], [3.860, 1.945, 2.102], [4.728, 0.808, 1.894], [4.860, -0.210, 2.751], [4.101, -0.080, 3.904], [3.213, 0.974, 4.152], [2.375, 2.804, 3.462], [3.751, 2.772, 1.417], [5.403, 0.711, 1.057], [4.189, -0.954, 4.533], [2.688, 1.037, 5.094], [4.812, 1.490, -1.481], [3.580, 0.762, -1.340], [3.665, -0.634, -1.228], [4.817, -1.283, -1.079], [5.966, -0.535, -1.204], [5.987, 0.828, -1.563], [4.883, 2.566, -1.440], [2.612, 1.236, -1.272], [2.775, -1.218, -1.046], [6.864, -1.086, -0.965], [6.913, 1.380, -1.503], [-3.886, -2.137, 1.195], [-4.981, -3.008, 1.307], [-5.195, -3.630, 2.555], [-4.240, -3.515, 3.509], [-3.161, -2.677, 3.408], [-2.989, -1.948, 2.235], [-3.605, -1.886, 0.183], [-5.722, -3.010, 0.521], [-5.914, -4.431, 2.655], [-2.434, -2.781, 4.199], [-2.045, -1.424, 2.199], [-3.227, -4.049, -4.132], [-1.716, -3.776, -4.395], [-0.983, -3.775, -3.229], [-1.153, -3.795, -5.483], [-3.913, -4.097, -4.977], [-3.464, -3.122, -3.611], [-3.556, -4.803, -3.416], [0.016, -3.650, -3.145], [-1.491, -3.948, -2.374], [1.709, 5.638, 2.609], [1.654, 5.162, 1.194], [2.492, 5.594, 0.296], [0.708, 4.368, 0.985], [2.442, 5.225, 3.302], [0.749, 5.412, 3.072], [1.822, 6.722, 2.621], [2.249, 5.251, -0.623], [3.369, 5.919, 0.677], [-1.833, 2.337, 2.625], [-2.698, 3.139, 1.582], [-1.986, 3.745, 0.611], [-3.904, 3.252, 1.691], [-1.741, 2.723, 3.640], [-0.847, 2.190, 2.185], [-2.207, 1.316, 2.698], [-2.547, 4.405, 0.093], [-0.990, 3.889, 0.685], [-0.345, -5.843, -0.256], [-1.649, -5.101, -0.035], [-1.788, -4.775, 1.218], [-2.330, -4.780, -1.015], [0.483, -5.487, 0.358], [-0.136, -5.896, -1.325], [-0.294, -6.877, 0.086], [-2.572, -4.217, 1.526], [-1.101, -5.035, 1.910], [2.723, -6.186, 3.272], [1.803, -5.057, 2.889], [2.294, -3.931, 2.370], [0.588, -5.245, 2.832], [3.051, -5.925, 4.278], [3.613, -6.150, 2.645], [2.245, -7.166, 3.281], [3.278, -3.769, 2.530], [1.735, -3.111, 2.184]],
  "atomic_forces_ev_per_a": [[0.7004, 0.8031, 0.2471], [0.8710, -0.7304, 1.5394], [-0.6600, 0.0735, 0.4605], [-1.0707, 0.1459, -1.7796], [0.9720, -0.5960, 0.4850], [-1.0380, 1.4084, -2.1330], [-0.5391, -1.0424, 0.2120], [0.3997, 0.1646, 0.0867], [0.1697, 0.1320, -0.2694], [-0.2304, 0.0350, 0.4628], [0.3459, -0.4518, 0.7299], [2.2616, -1.2726, -2.2523], [0.2671, 0.0813, 0.4513], [-1.0326, 1.3294, 1.0607], [-0.5017, 1.9549, -0.3262], [-0.6145, -1.4263, -1.9213], [0.3911, 0.2071, 2.4781], [-0.4680, -0.2887, -0.0697], [-0.1742, -0.1811, -0.1692], [-0.1449, -0.4365, 0.0048], [-0.0502, 0.1880, 0.0883], [0.1720, -0.1898, 0.7254], [0.9088, -0.9377, 0.9646], [0.4901, 0.1672, 1.6225], [-0.6240, -0.8813, -1.7111], [0.2278, 0.3785, 0.4611], [-0.5684, -1.7816, -1.0926], [-0.2132, 1.0100, 0.4809], [0.0935, 0.1584, -0.0129], [-0.0563, 0.4633, -0.4002], [-0.1377, -0.2136, 0.0749], [0.1448, 1.2258, -0.3486], [-0.2278, 0.4027, -0.3652], [1.0798, -0.3168, -0.9356], [0.1405, -0.9825, 0.3415], [-0.5180, 0.8877, 0.7231], [-1.6811, 1.3580, 1.4993], [0.2965, -0.1989, -1.8235], [0.7195, -0.9076, 0.8324], [0.0115, 0.1401, -0.2012], [0.3673, -0.1979, -0.4696], [-0.2745, 0.3780, -0.3604], [-0.0763, 0.2161, 0.4826], [-0.1216, -0.3296, 0.0897], [-2.7457, 0.0084, -0.0673], [1.6784, 0.1455, -0.3172], [0.1988, 1.0582, 0.6286], [1.8442, 1.2298, -0.2847], [-1.6383, -0.8426, -0.5062], [0.9697, -1.7944, 1.7174], [-0.5661, 0.2083, -0.2886], [0.0722, 0.1688, -0.0546], [-0.2493, -0.1013, -0.2694], [0.2106, 0.0363, -0.2236], [0.1853, -0.0871, -0.4234], [0.1014, -1.0466, -0.5862], [-0.2038, 1.2345, 1.4272], [2.7435, 0.5233, -0.7378], [-0.0335, 0.0953, 0.5630], [-2.7530, -1.4499, -1.2023], [0.5403, -0.4597, 1.0152], [-0.1254, 0.8426, -0.0467], [0.1450, -0.5397, -0.2152], [-0.3632, 0.2365, 0.4073], [0.0245, 0.3916, 0.0924], [-0.1201, 0.4247, -0.6578], [0.0475, 1.6691, 0.2330], [1.1764, -2.8194, -0.1053], [-0.8868, 0.6665, 0.1124], [-0.9647, 0.8193, 0.2849], [0.7051, 0.0000, -0.3777], [-0.6120, 0.2420, 0.1259], [0.9312, -0.3293, -0.0230], [-0.2470, -0.0112, -0.7152], [0.0248, -0.1702, 0.1533], [-0.0686, 1.0088, 0.9402], [-2.7875, -2.0732, 2.3765], [0.6845, 0.2661, 0.2691], [1.1657, 0.5660, -0.9868], [0.4275, -0.1768, -0.4884], [0.0127, 0.0103, -0.2127], [0.1594, 0.1084, 0.1294], [0.7442, 0.0073, -1.1016], [-0.0036, 0.2320, -0.8611], [-0.0080, -0.4382, -1.4630], [0.6041, -0.2207, 2.1655], [-0.5208, 0.0684, -0.3631], [-0.0951, -0.2663, -0.2660], [-0.3234, 0.4452, -0.2919], [0.1816, 0.3151, 0.2765], [-0.4361, 0.0641, 0.0711], [0.2656, -0.0132, -0.1958], [0.0703, 0.0426, 0.0329], [0.5876, -0.9652, -0.3865], [1.8827, -0.7833, -1.7933], [-1.5350, 0.7113, 1.6417], [-0.6204, 0.1094, 1.1324], [0.0301, 0.8124, -0.3633], [0.2270, 0.3056, 0.1200], [-0.9134, -0.2831, 0.0123], [-0.0105, -0.1256, -0.1135], [0.2166, -0.0409, 0.0182], [0.6317, 0.9806, 0.5586], [-1.9180, -0.9828, -1.7140], [2.1061, 0.1148, 0.6448], [-0.3477, -0.2326, 0.7147], [0.1901, -0.3759, 0.2492], [-0.0251, -0.2701, -0.0468], [-0.0875, 0.3738, -0.1467], [-0.0259, 0.2035, -0.2672], [-0.5585, 0.2068, 0.0877]],
  "lowdin_charge": [-0.062, -0.059, -0.114, 0.038, -0.145, -0.038, 0.104, 0.100, 0.100, 0.086, 0.083, -0.084, -0.067, -0.156, 0.052, -0.106, -0.090, 0.107, 0.091, 0.098, 0.085, 0.104, -0.033, -0.031, -0.173, 0.039, -0.106, -0.085, 0.081, 0.090, 0.085, 0.089, 0.075, -0.104, -0.041, -0.132, 0.067, -0.122, -0.107, 0.096, 0.085, 0.075, 0.095, 0.104, -0.103, -0.047, -0.158, 0.064, -0.126, -0.103, 0.102, 0.071, 0.094, 0.099, 0.104, -0.086, -0.059, -0.129, 0.037, -0.132, -0.098, 0.101, 0.100, 0.098, 0.105, 0.081, -0.008, -0.549, 0.140, 0.008, 0.073, 0.065, 0.068, 0.106, 0.020, -0.012, -0.588, 0.195, -0.041, 0.075, 0.088, 0.083, 0.059, 0.126, 0.014, -0.582, 0.168, 0.014, 0.079, 0.028, 0.063, 0.111, 0.033, -0.003, -0.587, 0.212, -0.016, 0.058, 0.078, 0.086, 0.074, 0.074, 0.000, -0.585, 0.184, -0.016, 0.084, 0.081, 0.089, 0.106, 0.053],
  "energy_ha": -2535.72207,
  "max_force_ev_per_a": 4.21
}